(1)
Density functional theory data (ωB97M-V with the def2-TZVPD basis set) for C3H8N2OS in the gas phase at a distorted geometry.

Output
- HOMO (eV) = -8.840
- energy relative to the best compared isomer or geometry (same formula, charge and spin) (kJ/mol) = 405.6
- LUMO (eV) = 0.732
- total charge = 0
- HOMO-LUMO gap (eV) = 9.572

Atoms and positions in Å:
C -2.30 -0.82 -0.24
C 0.58 0.85 0.01
C 1.37 -0.48 -0.03
H -3.06 -1.37 0.43
H -3.07 -0.18 -0.68
H -1.86 -1.39 -1.04
H -1.14 1.65 0.12
H 1.88 2.21 -0.01
H 0.90 -1.05 -0.88
H 1.02 -1.02 0.83
H 3.49 -0.46 1.24
N -0.70 0.73 -0.12
N 0.93 2.14 -0.06
O -1.31 -0.29 0.51
S 3.27 -0.51 -0.09



(2)
Density functional theory data (ωB97M-V with the def2-TZVPD basis set) for a molecular structure, C3H8N2OS at a distorted geometry.

Output
- HOMO (eV) = -9.171
- energy relative to the best compared isomer or geometry (same formula, charge and spin) (kJ/mol) = 459.1
- LUMO (eV) = -0.638
- total charge = 0
- HOMO-LUMO gap (eV) = 8.533

Atoms and positions in Å:
C 0.06 -0.75 -0.54
C 0.33 0.66 -1.10
S 1.86 0.73 -2.07
N -1.13 -0.84 0.29
C -0.86 -0.02 1.58
N 0.60 0.37 1.68
O -1.89 0.35 2.19
H 0.86 -1.13 0.06
H 0.01 -1.52 -1.36
H -0.51 1.07 -1.72
H 0.44 1.35 -0.24
H 1.49 -0.01 -3.11
H -2.00 -0.48 -0.17
H -0.03 -0.71 2.03
H 0.78 0.94 2.46



(3)
Density functional theory data (ωB97M-V with the def2-TZVPD basis set) for C3H8N2OS in the gas phase at a distorted geometry.

Output
- HOMO (eV) = -8.806
- energy relative to the best compared isomer or geometry (same formula, charge and spin) (kJ/mol) = 390.7
- LUMO (eV) = 0.836
- total charge = 0
- HOMO-LUMO gap (eV) = 9.641

Atoms and positions in Å:
C 0.85 -0.56 1.37
C 0.84 -0.50 -0.22
C -0.54 0.33 -1.98
N -0.17 0.35 1.89
N -0.50 -0.34 -0.68
O -2.29 1.21 1.03
S -0.92 1.21 0.67
H 0.53 -1.52 1.81
H 1.99 -0.18 1.65
H 1.56 0.36 -0.32
H 1.18 -1.46 -0.42
H -0.26 -0.39 -2.73
H -1.58 0.33 -2.37
H -0.02 1.34 -2.25
H -0.68 -0.18 2.55



(4)
Density functional theory data (ωB97M-V with the def2-TZVPD basis set) for a molecular structure, C3H8N2OS2 at a distorted geometry.

Output
- HOMO (eV) = -8.255
- energy relative to the best compared isomer or geometry (same formula, charge and spin) (kJ/mol) = 363.3
- LUMO (eV) = 0.719
- total charge = 0
- HOMO-LUMO gap (eV) = 8.975

Atoms and positions in Å:
C -2.58 -1.17 0.63
C 0.47 -0.04 -0.01
C 1.93 1.87 -0.29
H -3.23 -1.97 -0.01
H -1.50 -1.54 1.21
H -3.38 -0.52 1.46
H -0.86 1.51 0.49
H 2.30 1.65 -1.35
H 2.67 2.50 0.25
H 1.02 2.45 -0.44
H 1.88 -3.01 -0.94
N -0.70 0.73 -0.20
N 0.51 -1.25 -0.27
O 1.52 0.68 0.53
S -2.18 -0.07 -0.78
S 2.11 -1.80 -0.29



(5)
Density functional theory data (ωB97M-V with the def2-TZVPD basis set) for C3H8N2OS3 in the gas phase at a distorted geometry.

Output
- HOMO (spin up / spin down) (eV) = -8.563 / -8.564
- energy relative to the best compared isomer or geometry (same formula, charge and spin) (kJ/mol) = 0.0
- LUMO (spin up / spin down) (eV) = -0.323 / -0.322
- total charge = 0
- HOMO-LUMO gap (spin up / spin down) (eV) = 8.240 / 8.242

Atoms and positions in Å:
C -1.10 -0.28 -0.66
C -1.60 0.64 0.44
C 0.21 -1.12 -0.50
N 1.92 0.05 0.70
N 1.48 -0.26 -0.44
O 0.33 -2.03 0.57
S 2.27 0.14 -1.79
S -3.07 1.51 -0.12
S 3.28 0.92 1.04
H -1.96 -0.92 -0.92
H -0.84 0.37 -1.63
H -2.00 0.04 1.31
H -0.86 1.48 0.78
H 0.31 -1.58 -1.40
H 0.54 -1.58 1.37
H -2.18 2.13 -1.06
H 3.28 0.49 2.33



(6)
Density functional theory data (ωB97M-V with the def2-TZVPD basis set) for C3H8N2S in the gas phase at a distorted geometry.

Output
- HOMO (eV) = -9.118
- energy relative to the best compared isomer or geometry (same formula, charge and spin) (kJ/mol) = 160.5
- LUMO (eV) = 0.750
- total charge = 0
- HOMO-LUMO gap (eV) = 9.869

Atoms and positions in Å:
C 2.34 -0.05 0.60
C -1.24 -0.28 -0.18
C -1.31 1.23 -0.25
H 3.24 0.40 0.27
H 2.58 -0.97 1.09
H 1.92 0.75 1.20
H -0.13 -1.97 -0.47
H -0.77 1.81 0.51
H -1.00 1.50 -1.27
H -2.45 1.49 -0.41
H -2.18 -1.88 0.03
N -0.03 -0.92 -0.25
N -2.42 -0.86 0.03
S 1.44 -0.24 -0.89



(7)
Density functional theory data (ωB97M-V with the def2-TZVPD basis set) for C3H8N2S in the gas phase at a distorted geometry.

Output
- HOMO (eV) = -7.787
- energy relative to the best compared isomer or geometry (same formula, charge and spin) (kJ/mol) = 215.7
- LUMO (eV) = 0.993
- total charge = 0
- HOMO-LUMO gap (eV) = 8.780

Atoms and positions in Å:
C -0.82 -2.12 -0.83
C -0.29 0.52 -0.50
C 1.10 2.48 1.00
H -0.78 -3.24 -0.85
H -0.58 -1.76 -1.86
H -1.86 -1.85 -0.53
H 0.15 -2.12 0.96
H -0.93 0.24 -1.28
H 1.79 3.28 0.68
H 1.55 1.49 1.19
H 0.49 2.79 1.87
N 0.17 -1.63 0.09
N 0.15 -0.30 0.35
S -0.15 2.24 -0.29



(8)
Density functional theory data (ωB97M-V with the def2-TZVPD basis set) for C3H8N2S in the gas phase at a distorted geometry.

Output
- HOMO (eV) = -8.389
- energy relative to the best compared isomer or geometry (same formula, charge and spin) (kJ/mol) = 187.2
- LUMO (eV) = 0.800
- total charge = 0
- HOMO-LUMO gap (eV) = 9.189

Atoms and positions in Å:
C -1.01 1.22 0.05
C -1.04 -1.19 0.04
C 2.09 -0.02 -0.50
H -1.21 1.28 1.14
H -0.39 2.04 -0.32
H -1.96 1.13 -0.51
H -2.07 -1.09 -0.37
H -1.24 -1.36 1.12
H -0.54 -2.04 -0.43
H 1.14 -0.01 1.28
H 1.90 0.03 -1.58
N -0.30 0.03 -0.29
N 0.99 -0.01 0.28
S 3.61 0.00 0.10



(9)
Density functional theory data (ωB97M-V with the def2-TZVPD basis set) for C3H8N2S in the gas phase at a distorted geometry.

Output
- HOMO (eV) = -8.946
- energy relative to the best compared isomer or geometry (same formula, charge and spin) (kJ/mol) = 448.5
- LUMO (eV) = 0.661
- total charge = 0
- HOMO-LUMO gap (eV) = 9.607

Atoms and positions in Å:
C 1.02 -0.72 -0.18
C 0.14 -1.21 -1.25
C 0.21 0.23 -0.92
N -1.73 -0.22 0.60
N 0.42 1.70 1.31
S -1.12 1.06 0.10
H 0.84 -1.13 0.81
H 2.09 -0.50 -0.39
H 0.38 -1.66 -2.19
H -0.82 -1.54 -0.77
H 0.76 0.92 -1.43
H -2.78 -0.32 0.61
H -0.04 2.45 1.68
H 0.63 0.95 2.03



(10)
Density functional theory data (ωB97M-V with the def2-TZVPD basis set) for C3H8N2S in the gas phase at a distorted geometry.

Output
- HOMO (eV) = -8.552
- energy relative to the best compared isomer or geometry (same formula, charge and spin) (kJ/mol) = 264.8
- LUMO (eV) = 0.768
- total charge = 0
- HOMO-LUMO gap (eV) = 9.320

Atoms and positions in Å:
C -1.90 0.38 0.23
C -0.57 -0.34 0.31
C 0.73 0.49 0.20
N -3.03 -0.16 0.12
N 1.84 -0.56 0.27
S 3.41 0.10 0.08
H -1.78 1.39 0.55
H -0.34 -1.12 -0.40
H -0.76 -0.80 1.32
H 0.88 1.13 1.07
H 0.94 1.10 -0.68
H -3.84 0.28 0.39
H 1.72 -0.84 1.22
H 3.17 0.31 -1.30



(11)
Density functional theory data (ωB97M-V with the def2-TZVPD basis set) for C3H8N2S2 in the gas phase at a distorted geometry.

Output
- HOMO (eV) = -8.983
- energy relative to the best compared isomer or geometry (same formula, charge and spin) (kJ/mol) = 307.8
- LUMO (eV) = 0.248
- total charge = 0
- HOMO-LUMO gap (eV) = 9.230

Atoms and positions in Å:
C 0.12 1.82 -1.25
C 0.39 1.27 0.30
C -0.38 -1.90 1.46
H 0.71 0.37 -3.15
H 1.14 2.09 -1.54
H -0.57 2.78 -1.07
H -0.52 1.26 1.04
H 1.42 1.90 0.63
H -0.28 -1.58 -0.51
H 0.43 -1.67 2.29
H -1.81 -2.81 2.21
N 0.19 -1.43 0.28
N -1.49 -2.51 1.34
S -0.66 0.58 -2.34
S 1.29 -0.18 0.31



(12)
Density functional theory data (ωB97M-V with the def2-TZVPD basis set) for C3H8N2S2 in the gas phase at a distorted geometry.

Output
- HOMO (eV) = -8.383
- energy relative to the best compared isomer or geometry (same formula, charge and spin) (kJ/mol) = 180.9
- LUMO (eV) = 0.451
- total charge = 0
- HOMO-LUMO gap (eV) = 8.834

Atoms and positions in Å:
C 2.10 0.06 -0.67
C -0.20 0.86 -0.24
C -1.48 0.50 0.52
H 2.60 -0.93 -0.29
H 1.95 -0.02 -1.79
H 2.78 0.90 -0.48
H 0.75 -1.20 2.14
H -2.02 1.50 0.59
H -1.20 0.31 1.58
H -1.77 -1.52 0.08
H -2.65 -0.43 -0.94
N 0.83 -0.04 0.04
N -2.24 -0.55 -0.01
S 0.50 -1.50 0.75
S 0.04 2.06 -1.29



(13)
Density functional theory data (ωB97M-V with the def2-TZVPD basis set) for C3H8N2S2 in the gas phase at a distorted geometry.

Output
- HOMO (spin up / spin down) (eV) = -7.039 / -7.040
- energy relative to the best compared isomer or geometry (same formula, charge and spin) (kJ/mol) = 461.6
- LUMO (spin up / spin down) (eV) = -0.826 / -0.826
- total charge = 0
- HOMO-LUMO gap (spin up / spin down) (eV) = 6.214 / 6.214

Atoms and positions in Å:
C -1.88 0.26 -0.71
C 1.43 1.05 0.02
C -0.64 -1.09 0.87
N 0.45 0.18 -0.85
N -0.74 -0.26 -0.33
S 0.55 2.24 0.98
S 2.45 -0.19 1.10
H -1.95 0.96 -1.61
H -2.77 -0.01 -0.35
H 2.18 1.63 -0.71
H 0.28 -0.87 1.46
H -1.56 -1.30 1.30
H -0.34 -2.02 0.28
H 0.43 0.64 -1.74
H 2.11 -1.23 0.30



(14)
Density functional theory data (ωB97M-V with the def2-TZVPD basis set) for C3H8N2S3 in the gas phase at a distorted geometry.

Output
- HOMO (eV) = -7.998
- energy relative to the best compared isomer or geometry (same formula, charge and spin) (kJ/mol) = 143.7
- LUMO (eV) = 0.191
- total charge = 0
- HOMO-LUMO gap (eV) = 8.189

Atoms and positions in Å:
C -0.85 -1.28 0.74
C -1.64 0.01 0.49
C -0.36 -1.86 -0.61
N -1.34 0.44 -0.86
N 2.32 2.81 -0.13
S 2.34 1.17 0.30
S 1.82 -0.01 -1.43
S -0.38 -0.38 -1.69
H -0.02 -1.09 1.44
H -1.47 -2.00 1.22
H -2.77 -0.13 0.47
H -1.36 0.79 1.21
H 0.68 -2.39 -0.64
H -1.18 -2.57 -0.97
H 1.29 3.14 0.01
H 2.90 3.35 0.45



(15)
Density functional theory data (ωB97M-V with the def2-TZVPD basis set) for a molecular structure, C3H8N3 at a distorted geometry.

Output
- HOMO (eV) = -14.370
- energy relative to the best compared isomer or geometry (same formula, charge and spin) (kJ/mol) = 163.2
- LUMO (eV) = -2.946
- total charge = +1
- HOMO-LUMO gap (eV) = 11.424

Atoms and positions in Å:
C -1.50 0.60 0.15
C 0.01 -1.11 -0.25
C 0.84 0.09 -0.55
N -1.34 -0.70 0.16
N -0.51 1.32 -0.30
N 1.81 0.22 0.36
H -2.54 1.02 0.56
H -0.16 -1.75 -1.28
H 0.43 -1.75 0.63
H 1.14 0.36 -1.54
H -1.93 -1.40 0.52
H -0.49 2.35 -0.04
H 2.52 1.03 0.36
H 1.73 -0.28 1.21



(16)
Density functional theory data (ωB97M-V with the def2-TZVPD basis set) for a molecular structure, C3H8N3 at a distorted geometry.

Output
- HOMO (spin up / spin down) (eV) = -13.351 / -16.349
- energy relative to the best compared isomer or geometry (same formula, charge and spin) (kJ/mol) = 116.9
- LUMO (spin up / spin down) (eV) = -4.015 / -8.176
- total charge = +1
- HOMO-LUMO gap (spin up / spin down) (eV) = 9.336 / 8.173
- multiplicity = 3

Atoms and positions in Å:
C 0.25 0.90 -0.02
C -1.12 0.59 -0.68
C -1.13 -0.89 -0.33
N 0.82 -0.29 0.43
N 0.98 1.98 -0.06
N 0.06 -1.26 0.27
H -1.85 1.08 -0.15
H -1.13 0.94 -1.70
H -2.07 -1.21 0.12
H -1.35 -1.46 -1.36
H 0.86 2.77 -0.64
H 1.94 1.94 0.24
H 2.24 -2.72 2.03
H 1.50 -2.37 1.86



(17)
Density functional theory data (ωB97M-V with the def2-TZVPD basis set) for a molecular structure, C3H8N3O at a distorted geometry.

Output
- HOMO (spin up / spin down) (eV) = -14.129 / -13.948
- energy relative to the best compared isomer or geometry (same formula, charge and spin) (kJ/mol) = 592.5
- LUMO (spin up / spin down) (eV) = -6.206 / -6.154
- total charge = +1
- HOMO-LUMO gap (spin up / spin down) (eV) = 7.923 / 7.794

Atoms and positions in Å:
C -0.72 -1.03 -0.05
C -2.08 -1.17 -0.30
C 1.16 0.58 0.05
N -0.19 0.14 0.15
N 2.11 -0.44 0.10
N -2.37 1.03 0.08
O -2.87 -0.13 -0.29
H -0.10 -2.01 0.05
H -2.58 -2.13 -0.38
H 1.17 1.44 0.77
H 1.05 1.05 -1.11
H 2.46 -0.64 -0.87
H -3.15 1.64 0.26
H -1.15 0.96 -0.14
H 3.05 -0.37 0.68



(18)
Density functional theory data (ωB97M-V with the def2-TZVPD basis set) for 2 unconnected molecules or ions with the total composition C3H8N3O at a distorted geometry.

Output
- HOMO (eV) = -15.822
- energy relative to the best compared isomer or geometry (same formula, charge and spin) (kJ/mol) = 417.1
- LUMO (eV) = -4.909
- total charge = +1
- HOMO-LUMO gap (eV) = 10.912

Atoms and positions in Å:
C -2.34 0.17 0.11
C -3.76 0.02 -0.10
C 3.16 -0.01 0.06
N -1.25 0.48 0.37
N 1.09 -0.80 -0.63
N 1.73 -0.03 0.07
O 1.21 0.99 0.69
H -4.19 0.37 -0.96
H -4.34 0.44 0.72
H -3.82 -1.14 -0.06
H 3.54 1.09 0.15
H 3.60 -0.35 -0.89
H 3.56 -0.44 0.98
H 0.18 0.85 0.56
H 1.63 -1.65 -1.06



(19)
Density functional theory data (ωB97M-V with the def2-TZVPD basis set) for a gas-phase ion, C3H8N3O (charge +1) at a distorted geometry.

Output
- HOMO (eV) = -12.394
- energy relative to the best compared isomer or geometry (same formula, charge and spin) (kJ/mol) = 362.7
- LUMO (eV) = -3.532
- total charge = +1
- HOMO-LUMO gap (eV) = 8.861

Atoms and positions in Å:
C 0.81 0.92 -1.45
C -0.61 -0.70 -0.81
C -0.24 0.17 0.37
N 0.18 -0.09 -1.87
N -1.23 0.59 1.18
N 0.90 -0.36 1.39
O 1.59 1.78 -1.64
H -0.35 -1.77 -0.71
H -1.67 -0.66 -0.97
H 0.36 -0.63 -2.82
H -2.07 0.42 0.82
H -1.24 1.64 1.36
H 0.92 0.30 2.26
H 1.80 -0.20 1.10
H 0.85 -1.41 1.79



(20)
Density functional theory data (ωB97M-V with the def2-TZVPD basis set) for a gas-phase ion, C3H8N3O (charge +1) at a distorted geometry.

Output
- HOMO (eV) = -14.210
- energy relative to the best compared isomer or geometry (same formula, charge and spin) (kJ/mol) = 317.4
- LUMO (eV) = -3.736
- total charge = +1
- HOMO-LUMO gap (eV) = 10.474

Atoms and positions in Å:
C 1.69 -0.85 -0.02
C 0.17 0.66 -0.30
C -1.38 -1.30 -0.45
N 1.49 0.29 -0.58
N -0.45 -0.55 0.34
N 0.18 1.82 0.72
O 0.67 -1.38 0.54
H 2.65 -1.41 0.11
H -0.41 1.15 -1.23
H -1.43 -2.34 -0.17
H -2.47 -1.01 -0.31
H -1.16 -1.25 -1.50
H 0.57 2.66 0.30
H 0.74 1.45 1.60
H -0.86 2.06 0.95



Number 1: energy -19100.2981 eV. Number 2: energy -19099.7440 eV. Number 3: energy -19100.4528 eV. Number 4: energy -29935.7078 eV. Number 5: energy -40771.0395 eV. Number 6: energy -17055.0670 eV. Number 7: energy -17054.4945 eV. Number 8: energy -17054.7900 eV. Number 9: energy -17052.0820 eV. Number 10: energy -17053.9858 eV. Number 11: energy -27888.5070 eV. Number 12: energy -27889.8213 eV. Number 13: energy -27886.9125 eV. Number 14: energy -38724.3614 eV. Number 15: energy -7703.5871 eV. Number 16: energy -7698.8486 eV. Number 17: energy -9746.3226 eV. Number 18: energy -9748.1415 eV. Number 19: energy -9748.7043 eV. Number 20: energy -9749.1741 eV.